Record 1
DFT (ωB97M-V/def2-TZVPD) results for a structure of composition C28H45ClN4PtS in a non-equilibrium geometry.

Geometry as XYZ:
```
80
C28H45ClN4PtS ωB97M-V/def2-TZVPD
Pt 0.165 0.461 -0.151
Cl 1.225 2.157 1.758
C -0.752 -3.693 -0.349
C -0.081 -1.539 -0.686
N -1.154 -2.396 -0.499
H 1.201 -4.587 -0.712
N 0.951 -2.450 -0.844
H -1.450 -4.513 -0.247
C -2.581 -2.144 -0.377
C -3.377 -3.450 -0.513
C -2.907 -1.611 1.003
H -3.190 -4.154 0.313
H -4.450 -3.221 -0.486
H -3.174 -3.962 -1.463
H -4.008 -0.957 -1.456
H -2.686 -1.660 -2.448
H -2.259 -0.759 1.258
C -2.929 -1.176 -1.488
H -2.754 -2.408 1.748
H -3.973 -1.312 1.021
H -2.355 -0.235 -1.400
C 0.555 -3.729 -0.582
C 3.094 -1.988 0.238
H 3.084 -2.888 0.871
H 4.145 -1.709 0.047
C 2.373 -2.244 -1.077
H 3.510 -0.881 -2.295
C 3.010 -3.505 -1.673
H 2.456 -3.901 -2.534
H 2.596 -1.187 0.804
H 2.020 -0.156 -1.559
H 3.124 -4.316 -0.935
H 4.023 -3.258 -2.021
C 2.459 -1.073 -2.027
H 1.875 -1.325 -2.930
C -0.387 4.542 -0.809
N -0.685 3.293 -0.294
H 1.469 5.392 -1.512
N 1.382 3.260 -0.999
H -0.922 5.461 -0.460
C -2.074 3.152 0.167
C -2.725 4.551 0.371
C -2.799 2.432 -0.960
H -2.832 5.142 -0.558
H -3.749 4.429 0.772
H -2.171 5.168 1.101
H -3.081 2.596 1.972
H -1.332 2.922 2.138
H -2.237 1.516 -1.187
C -2.094 2.463 1.498
H -2.817 3.066 -1.857
H -3.832 2.177 -0.689
H -1.920 1.388 1.354
C 0.835 4.506 -1.306
C 2.594 2.714 -2.939
H 2.171 3.564 -3.489
H 3.543 2.429 -3.407
C 2.766 3.109 -1.468
H 4.597 2.214 -0.868
C 3.554 4.455 -1.369
H 3.495 4.880 -0.354
H 1.883 1.878 -3.007
H 3.213 1.129 -0.723
H 3.234 5.227 -2.093
H 4.621 4.250 -1.598
C 3.536 2.161 -0.603
H 3.457 2.497 0.431
C 0.406 2.374 -0.397
S 0.706 -0.684 2.237
C -0.154 -1.895 3.059
C -1.179 -1.585 3.993
C -1.881 -2.635 4.573
C -1.485 -3.963 4.345
C -0.364 -4.239 3.545
C 0.366 -3.204 2.991
H -1.379 -0.533 4.226
H -2.755 -2.431 5.203
H -2.033 -4.785 4.814
H -0.060 -5.273 3.352
H 1.335 -3.340 2.495
```

Output
- ⟨S²⟩ = 6.03
- DFT total energy (eV) = -62324.9496
- F_max (eV/A) = 5.91
- total charge = -2
- orbital gap (alpha / beta) (eV) = 1.673 / 5.711
- 2S+1 = 5
- E_HOMO (alpha / beta) (Eh) = 0.0856 / -0.1042

Record 2
DFT (ωB97M-V/def2-TZVPD) results for an isolated molecule of C4H6NPS in a non-equilibrium geometry.

Geometry as XYZ:
```
13
C4H6NPS ωB97M-V/def2-TZVPD
C -0.837 0.670 0.057
C -0.164 1.798 0.767
C -0.077 -0.590 -0.134
C -0.393 0.216 -1.282
N 2.000 0.282 0.637
P -0.135 -2.299 0.260
S 1.456 1.640 1.026
H -1.843 0.447 0.199
H -0.627 2.638 0.982
H -1.199 -0.201 -2.056
H 0.360 0.670 -1.773
H 0.316 -2.416 1.643
H 1.143 -2.855 -0.326
```

Output
- DFT total energy (eV) = -25852.6243
- F_max (eV/A) = 4.88
- orbital gap (alpha / beta) (eV) = 7.399 / 7.257
- 2S+1 = 1
- energy above the lowest of the compared OMol25 structures with the same formula, charge and spin (kcal/mol) = 97.9
- E_HOMO (alpha / beta) (Eh) = -0.2938 / -0.2915

Record 3
DFT (ωB97M-V/def2-TZVPD) results for a structure of composition C31H49AsBCl4N2O3 in a non-equilibrium geometry.

Geometry as XYZ:
```
91
C31H49AsBCl4N2O3 ωB97M-V/def2-TZVPD
C -0.434 -0.509 4.075
C -0.638 0.124 2.832
As -2.055 1.553 2.406
C -3.262 -0.005 1.904
C -3.202 -0.586 0.430
C -1.884 -1.447 0.108
C -2.139 -2.561 -1.009
C -0.841 -2.627 -1.959
C -0.970 -1.655 -3.225
C 0.279 -0.700 -3.429
C 0.731 -0.492 -4.952
C -0.469 -0.323 -5.972
C -3.509 2.953 2.008
N -4.813 2.695 2.690
C -5.981 2.961 1.777
C -1.387 1.841 0.505
C -0.878 3.428 0.261
C -0.442 3.772 -1.326
O 0.552 3.580 -0.062
C -0.768 2.895 3.228
C 0.844 2.534 2.866
C 1.748 2.032 4.188
O 1.845 3.461 3.441
B -2.920 1.421 4.301
N -3.507 0.162 4.898
O -3.088 2.565 5.191
H 0.471 -0.394 4.744
H -1.220 -1.236 4.439
H 0.076 -0.154 1.984
H -2.981 -0.907 2.540
H -4.368 0.161 2.142
H -3.486 0.114 -0.404
H -4.025 -1.386 0.399
H -1.579 -1.946 1.082
H -1.026 -0.820 -0.258
H -2.231 -3.582 -0.549
H -2.991 -2.270 -1.684
H 0.114 -2.404 -1.384
H -0.689 -3.675 -2.372
H -1.875 -0.978 -3.083
H -1.193 -2.298 -4.114
H 0.038 0.329 -3.013
H 1.150 -1.153 -2.864
H 1.337 0.468 -4.996
H 1.416 -1.348 -5.266
H -0.999 0.677 -5.890
H -1.250 -1.132 -5.916
H -0.036 -0.354 -7.020
H -3.730 3.043 0.891
H -3.121 3.971 2.326
H -4.908 3.447 3.385
H -6.197 2.101 1.091
H -5.778 3.938 1.230
H -6.847 3.195 2.478
H -0.484 1.239 0.223
H -2.212 1.873 -0.257
H -1.421 4.271 0.857
H 0.473 3.498 -1.910
H -0.978 2.787 -1.634
H -0.913 3.981 2.990
H -0.651 2.820 4.355
H 1.069 2.032 1.838
H 2.070 1.130 3.513
H 2.819 2.262 4.433
H -3.010 -0.022 5.783
H -4.483 0.380 5.146
H -3.064 3.397 4.694
Cl -0.722 -4.826 -5.201
C 0.835 -5.278 -5.784
C 2.008 -4.639 -5.375
Cl 2.037 -3.335 -4.233
C 3.231 -5.055 -5.897
C 3.289 -6.096 -6.814
C 2.122 -6.732 -7.214
C 0.899 -6.323 -6.701
H 4.147 -4.565 -5.588
H 4.245 -6.411 -7.215
H 2.164 -7.547 -7.928
H -0.008 -6.824 -7.019
Cl 7.586 1.107 6.210
C 7.049 1.207 4.570
C 7.661 0.491 3.545
Cl 8.999 -0.566 3.832
C 7.194 0.614 2.240
C 6.118 1.447 1.958
C 5.504 2.158 2.982
C 5.969 2.038 4.285
H 7.667 0.061 1.438
H 5.759 1.541 0.940
H 4.662 2.807 2.764
H 5.487 2.596 5.079
```

Output
- DFT total energy (eV) = -153651.2134
- F_max (eV/A) = 4.97
- total charge = -1
- orbital gap (eV) = 5.552
- 2S+1 = 1
- E_HOMO (Eh) = -0.1322

Record 4
DFT (ωB97M-V/def2-TZVPD) results for a structure of composition C38H59ClI2NO21P in a non-equilibrium geometry.

Geometry as XYZ:
```
123
C38H59ClI2NO21P ωB97M-V/def2-TZVPD
C 3.157 1.882 0.786
O 3.977 1.122 -0.100
C 3.607 -0.193 -0.414
N 4.568 -0.606 -1.424
C 3.817 -1.190 0.743
C 2.951 -1.066 1.965
O 3.161 -0.280 2.860
Cl 1.546 -2.191 2.170
C 2.178 -0.327 -1.121
O 1.100 -0.324 -0.224
O 2.158 -1.448 -1.920
C 1.534 -2.615 -1.392
C 0.060 -2.700 -1.820
C -0.874 -3.223 -0.724
C -1.734 -2.114 -0.106
C -2.000 -2.296 1.368
O -3.224 -3.038 1.516
C -3.339 -3.513 2.787
O -3.911 -2.902 3.656
C 2.282 -3.762 -2.015
I 2.686 -3.526 -4.076
C 2.679 -4.825 -1.341
C 2.408 -5.032 0.119
I 3.773 -6.420 -2.188
P 1.964 1.057 -2.359
O 3.166 1.533 -3.038
O 1.230 2.235 -1.570
O 0.910 0.493 -3.418
H 2.858 2.785 0.283
H 3.764 2.190 1.628
H 2.311 1.351 1.195
H 5.253 -1.223 -1.011
H 5.086 0.212 -1.716
H 3.803 -2.185 0.326
H 4.828 -1.025 1.083
H 0.830 0.572 -0.009
H 1.625 -2.721 -0.323
H 0.001 -3.376 -2.659
H -0.288 -1.743 -2.182
H -0.337 -3.752 0.050
H -1.555 -3.940 -1.162
H -2.692 -2.066 -0.604
H -1.262 -1.161 -0.288
H -1.197 -2.867 1.827
H -2.047 -1.339 1.879
H -2.907 -4.502 2.965
H 2.931 -5.879 0.528
H 2.724 -4.169 0.686
H 1.346 -5.122 0.290
H 1.342 3.067 -2.037
H 0.937 1.136 -4.135
O 7.695 -0.957 -0.163
C 7.928 -0.420 0.878
O 7.174 0.597 1.356
C 7.747 1.112 2.572
C 8.607 -0.021 3.117
C 9.068 -0.712 1.834
H 8.334 1.999 2.327
H 6.945 1.396 3.248
H 9.418 0.324 3.754
H 7.990 -0.706 3.700
H 9.980 -0.268 1.431
H 9.200 -1.783 1.957
O -6.799 -0.182 -0.839
C -6.669 0.035 0.328
O -7.321 1.041 0.960
C -6.882 1.132 2.330
C -6.316 -0.243 2.660
C -5.763 -0.686 1.307
H -6.126 1.918 2.398
H -7.729 1.403 2.955
H -5.577 -0.224 3.457
H -7.121 -0.913 2.965
H -4.739 -0.344 1.153
H -5.820 -1.760 1.166
O -5.696 6.675 0.217
C -5.771 5.551 -0.197
O -6.859 5.075 -0.824
C -6.690 3.666 -1.111
C -5.191 3.438 -1.102
C -4.718 4.463 -0.073
H -7.200 3.093 -0.336
H -7.140 3.437 -2.072
H -4.919 2.410 -0.865
H -4.776 3.678 -2.079
H -4.743 4.072 0.946
H -3.731 4.858 -0.293
O -5.188 3.598 -4.245
C -5.246 2.446 -4.564
O -6.059 1.572 -3.937
C -5.849 0.241 -4.441
C -5.235 0.436 -5.823
C -4.447 1.734 -5.638
H -5.180 -0.285 -3.757
H -6.800 -0.282 -4.469
H -4.632 -0.410 -6.147
H -6.024 0.589 -6.560
H -3.440 1.552 -5.259
H -4.401 2.332 -6.543
O -0.814 8.833 3.210
C -1.763 9.035 2.513
O -2.149 8.187 1.535
C -3.259 8.745 0.796
C -3.892 9.756 1.739
C -2.684 10.243 2.540
H -2.867 9.213 -0.111
H -3.942 7.948 0.520
H -4.431 10.545 1.220
H -4.594 9.250 2.402
H -2.176 11.076 2.052
H -2.935 10.508 3.562
O 5.769 -5.684 1.935
C 5.890 -6.826 1.605
O 4.909 -7.510 0.972
C 5.291 -8.883 0.795
C 6.812 -8.885 0.868
C 7.082 -7.734 1.837
H 4.834 -9.474 1.591
H 4.915 -9.233 -0.163
H 7.225 -9.841 1.182
H 7.229 -8.644 -0.111
H 7.072 -8.062 2.877
H 8.009 -7.212 1.621
```

Output
- DFT total energy (eV) = -122865.0028
- F_max (eV/A) = 2.40
- orbital gap (eV) = 8.544
- 2S+1 = 1
- E_HOMO (Eh) = -0.3149